Version i
The following is a quantum chemistry calculation of a structure of composition C31H37FeGeSb2, from the OMol25 dataset.

* gap between HOMO and LUMO (alpha / beta): 5.47 / 5.53 eV
* LUMO energy (alpha / beta): 2.740 / 2.708 eV
* HOMO energy (alpha / beta): -2.73 / -2.82 eV

Geometry as ORCA input:
```
! RIJCOSX wB97M-V def2-TZVPD def2/J DEFGRID3
* xyz -1 5
Fe 0.6905 -0.3874 0.5795
C -1.8771 2.6084 3.3439
Sb -0.6273 1.1433 2.3453
C -0.1515 2.4502 0.6835
C 1.2900 1.3240 3.4242
C 2.0747 2.5939 3.1715
C 1.4985 3.8144 3.5611
C 2.1643 5.0229 3.3654
C 3.4291 5.0357 2.7880
C 4.0374 3.8385 2.4158
C 3.3832 2.6035 2.5977
C 4.1397 1.3485 2.2056
Sb 3.2945 0.2731 0.5175
C 3.7306 1.8535 -0.8938
C 5.1131 -0.8200 0.0949
H -2.0062 2.3192 4.4074
H -2.8694 2.6089 2.8483
H -1.4696 3.6324 3.2704
H 0.2068 3.4306 1.0572
H -1.0655 2.6093 0.0758
H 0.6318 1.9862 0.0528
H 1.8718 0.4363 3.1167
H 1.0903 1.2114 4.5101
H 0.5320 3.8352 4.0324
H 1.6997 5.9524 3.6693
H 3.9466 5.9749 2.6407
H 5.0302 3.8799 1.9844
H 4.2368 0.6751 3.0824
H 5.1704 1.6034 1.8793
H 4.7769 2.1968 -0.7605
H 3.0401 2.7037 -0.7168
H 3.5934 1.4739 -1.9269
H 5.9760 -0.1228 0.0890
H 5.0271 -1.3062 -0.8985
H 5.2687 -1.5935 0.8744
C -0.1289 -0.1124 -1.3088
Ge -1.4950 -1.4571 -1.6367
C -2.2281 -1.1669 -3.3984
C -2.8095 0.0699 -3.7094
C -3.3443 0.2955 -4.9815
C -3.2999 -0.7134 -5.9480
C -2.7209 -1.9486 -5.6425
C -2.1855 -2.1764 -4.3708
C -0.6748 -3.2004 -1.5251
C -1.1378 -4.1561 -0.6094
C -0.5310 -5.4144 -0.5421
C 0.5390 -5.7226 -1.3872
C 1.0034 -4.7725 -2.3012
C 0.3984 -3.5138 -2.3704
C -2.8688 -1.2692 -0.2944
C -4.2018 -1.0295 -0.6573
C -5.1840 -0.8953 0.3292
C -4.8394 -0.9995 1.6800
C -3.5116 -1.2382 2.0457
C -2.5279 -1.3727 1.0611
H -0.5851 0.8969 -1.3692
H -2.8481 0.8571 -2.9672
H -3.7926 1.2518 -5.2180
H -3.7141 -0.5384 -6.9325
H -2.6877 -2.7296 -6.3909
H -1.7440 -3.1380 -4.1498
H -1.9659 -3.9348 0.0489
H -0.8907 -6.1509 0.1649
H 1.0076 -6.6968 -1.3341
H 1.8319 -5.0110 -2.9555
H 0.7647 -2.7837 -3.0810
H -4.4855 -0.9492 -1.6972
H -6.2124 -0.7112 0.0465
H -5.6005 -0.8955 2.4423
H -3.2446 -1.3188 3.0915
H -1.5019 -1.5570 1.3533
H 0.5395 -2.0064 1.0271
*
```

=====

Version ii
The following is a quantum chemistry calculation of a structure of composition C31H37FeGeSb2, from the OMol25 dataset.

* gap between HOMO and LUMO (alpha / beta): 5.38 / 5.47 eV
* LUMO energy (alpha / beta): 2.739 / 2.719 eV
* HOMO energy (alpha / beta): -2.64 / -2.75 eV

Geometry as ORCA input:
```
! RIJCOSX wB97M-V def2-TZVPD def2/J DEFGRID3
* xyz -1 5
Fe 0.0000 0.0000 0.0000
C -1.8451 -4.0187 -1.9120
Sb -1.2476 -2.2049 -0.8827
C -0.2748 -1.3517 -2.6210
C -3.0861 -0.9846 -0.9418
C -3.4716 -0.4337 -2.2983
C -3.7936 -1.3483 -3.3149
C -4.1631 -0.9144 -4.5868
C -4.2325 0.4459 -4.8656
C -3.9447 1.3772 -3.8697
C -3.5632 0.9645 -2.5772
C -3.3134 2.0472 -1.5444
Sb -1.2497 2.2086 -0.8841
C -0.5314 2.8686 -2.8150
C -1.4838 4.2152 -0.1101
H -2.6553 -4.5169 -1.3406
H -0.9668 -4.6948 -1.9550
H -2.1678 -3.8285 -2.9511
H -0.9561 -1.3821 -3.4950
H 0.6343 -1.9433 -2.8529
H 0.0137 -0.3028 -2.4131
H -2.9042 -0.1649 -0.2235
H -3.9191 -1.5899 -0.5277
H -3.7728 -2.4062 -3.1230
H -4.4029 -1.6368 -5.3566
H -4.5238 0.7811 -5.8527
H -4.0245 2.4297 -4.1131
H -3.9867 1.9031 -0.6739
H -3.5441 3.0476 -1.9681
H -1.1868 3.6750 -3.2029
H -0.5433 2.0138 -3.5221
H 0.5051 3.2499 -2.7123
H -2.0057 4.8464 -0.8584
H -0.4838 4.6465 0.1007
H -2.0788 4.1832 0.8253
C 1.9568 0.0000 -0.6922
Ge 3.1897 -0.2823 0.7906
C 3.0331 1.2921 1.9196
C 3.2970 2.5357 1.3237
C 3.2099 3.7153 2.0686
C 2.8580 3.6643 3.4184
C 2.5937 2.4334 4.0218
C 2.6804 1.2518 3.2778
C 5.0057 -0.2511 0.1520
C 6.0597 -0.4348 1.0561
C 7.3829 -0.4140 0.6040
C 7.6561 -0.2096 -0.7520
C 6.6061 -0.0258 -1.6566
C 5.2823 -0.0462 -1.2066
C 2.9042 -2.1076 1.3970
C 3.0931 -3.1333 0.4568
C 2.9116 -4.4718 0.8163
C 2.5394 -4.8000 2.1207
C 2.3490 -3.7890 3.0645
C 2.5301 -2.4488 2.7064
H 2.0830 -0.8071 -1.4423
H 3.5723 2.5916 0.2780
H 3.4157 4.6685 1.5990
H 2.7907 4.5770 3.9963
H 2.3215 2.3940 5.0688
H 2.4710 0.3318 3.7793
H 5.8555 -0.5935 2.1075
H 8.1960 -0.5562 1.3040
H 8.6803 -0.1936 -1.1015
H 6.8179 0.1326 -2.7061
H 4.4794 0.0977 -1.9168
H 3.3837 -2.8957 -0.5587
H 3.0604 -5.2540 0.0833
H 2.3992 -5.8362 2.4004
H 2.0607 -4.0438 4.0764
H 2.3741 -1.7073 3.4598
H 0.0000 0.0000 1.6864
*
```

=====

Best to worst by energy: version i, version ii.

=====

Version i
The following is a quantum chemistry calculation of a structure of composition H34O17, from the OMol25 dataset.

* gap between HOMO and LUMO: 10.20 eV
* LUMO energy: -0.072 eV
* HOMO energy: -10.28 eV

Geometry as ORCA input:
```
! RIJCOSX wB97M-V def2-TZVPD def2/J DEFGRID3
* xyz 0 1
O 0.0810 -1.1112 -1.6884
H 0.5872 -1.2416 -0.8724
H 0.7065 -0.6183 -2.2392
O 3.9488 1.8086 -0.0554
H 3.0379 1.5319 0.1473
H 3.6622 2.7112 -0.2876
O 0.2540 2.2022 -4.1610
H 1.0403 2.7037 -4.0040
H 0.4977 1.4123 -4.6493
O -2.4294 -3.5086 -0.1560
H -2.2989 -4.4575 -0.0921
H -1.9056 -3.2658 -0.9243
O 1.3852 -4.0162 -1.8067
H 1.2722 -3.0671 -1.7648
H 1.9602 -4.3113 -1.1239
O 3.0694 -0.1171 -2.4293
H 3.5705 0.6994 -2.4301
H 3.3361 -0.7951 -3.0464
O -2.0497 1.6140 3.2221
H -1.1222 1.8598 3.1711
H -2.3823 1.5342 2.3252
O 4.8813 -0.8013 -0.5903
H 4.8109 -1.2021 0.2803
H 4.1331 -0.2293 -0.6786
O -4.5078 1.6621 0.8528
H -4.9069 1.6895 1.7237
H -4.1650 0.7786 0.6851
O -2.7459 -1.1843 -2.4676
H -1.8702 -1.0622 -2.0714
H -3.3173 -0.6545 -1.9084
O -3.4668 -1.7830 0.1944
H -4.0657 -2.1962 0.8259
H -2.7637 -2.4379 0.1248
O 2.4542 4.5266 0.6619
H 2.0237 5.3282 0.9797
H 2.0462 3.8480 1.2145
O -1.4652 3.8109 1.4883
H -2.1268 4.4221 1.7331
H -1.8158 2.9372 1.3314
O -0.4368 -1.6821 1.8805
H -0.8650 -2.0719 2.6736
H -1.2615 -1.5581 1.3954
O 2.2602 -2.0843 0.4923
H 2.5882 -1.1854 0.5762
H 1.8082 -2.2595 1.3189
O 1.0500 1.7512 -0.6705
H 0.3789 1.1790 -1.0745
H 0.8555 2.5414 -1.1872
O -2.0332 -1.4744 4.0734
H -1.7580 -0.5585 3.9850
H -1.9401 -1.6171 5.0223
*
```

=====

Version ii
The following is a quantum chemistry calculation of a cluster of 17 separate species, H34O17 in total, from the OMol25 dataset.

* gap between HOMO and LUMO: 8.02 eV
* LUMO energy: -1.460 eV
* HOMO energy: -9.48 eV

Geometry as ORCA input:
```
! RIJCOSX wB97M-V def2-TZVPD def2/J DEFGRID3
* xyz 0 1
O -1.8394 1.1982 2.2558
H -2.7984 1.1972 2.0628
H -1.6574 0.3132 2.5958
O 2.0586 0.1952 1.2108
H 2.1186 -0.6758 0.7548
H 2.4706 -0.0538 2.0428
O -0.9774 -2.7368 0.6128
H -0.3814 -3.3138 1.0318
H -0.5344 -1.8788 0.6528
O -1.9204 3.0342 0.1208
H -1.1294 2.7012 0.4868
H -2.4584 2.2082 0.1148
O 2.9666 1.7202 -0.9262
H 2.5096 2.5142 -1.0762
H 2.7466 1.2662 -0.1022
O 1.4416 -0.2208 -2.2252
H 1.9286 -0.8948 -2.6792
H 2.1386 0.3932 -2.0262
O 1.1226 1.8642 3.4038
H 0.9176 1.0132 3.0408
H 2.0796 1.7772 3.4158
O -0.1694 -0.9218 3.0248
H 0.5876 -1.4138 3.1998
H -0.3834 -0.3428 3.7788
O 2.2296 -2.1658 0.0948
H 1.8726 -2.8418 0.6528
H 3.1776 -2.3328 0.0618
O -1.4554 -1.5748 -2.4492
H -2.3924 -1.7758 -2.3542
H -0.8684 -2.1178 -1.9332
O -0.3534 2.3352 -2.0502
H 0.4966 2.5172 -1.7142
H -0.9064 2.6422 -1.3932
O -3.4324 -1.6538 0.7728
H -2.5564 -1.9778 0.6958
H -3.4194 -1.1528 1.5198
O -2.7654 0.4942 -1.0692
H -1.9294 0.1542 -0.8302
H -2.6944 0.6992 -2.0192
O 0.4666 -3.4098 -1.4702
H -0.0264 -3.1228 -0.6352
H 1.3066 -3.0368 -1.2842
O -0.2974 -0.2618 -0.0642
H 0.2316 0.2632 0.5268
H 0.2336 -0.2878 -0.8622
O 0.0376 0.4872 -4.3242
H -0.5334 -0.2328 -4.4602
H 0.2946 0.3472 -3.4022
O 0.6496 2.8512 0.7738
H 1.0276 3.7242 0.7798
H 0.7696 2.4872 1.6638
*
```

=====

Version iii
The following is a quantum chemistry calculation of a cluster of 17 separate species, H34O17 in total, from the OMol25 dataset.

* gap between HOMO and LUMO: 8.77 eV
* LUMO energy: -0.845 eV
* HOMO energy: -9.61 eV

Geometry as ORCA input:
```
! RIJCOSX wB97M-V def2-TZVPD def2/J DEFGRID3
* xyz 0 1
O -1.7129 -2.1464 0.0510
H -0.9329 -2.5387 -0.3430
H -2.4836 -2.5013 -0.3535
O -1.5597 -3.0188 2.7388
H -0.6645 -2.9509 3.1004
H -1.5797 -2.8007 1.7958
O -0.4737 -0.2907 -2.3172
H 0.2939 -0.6304 -1.8347
H -0.4913 -0.9641 -2.9734
O -3.1652 -0.1627 -2.0839
H -2.2173 -0.2944 -2.0969
H -3.5048 -1.0525 -2.1134
O 2.4881 -0.5574 -2.0917
H 2.3543 0.2903 -1.6057
H 2.7445 -0.2716 -2.9761
O 2.3049 1.7328 -0.7425
H 2.5516 2.3800 -1.4994
H 3.0899 1.6428 -0.1530
O 1.8339 0.8197 2.4622
H 2.0504 0.3333 1.7013
H 2.6511 0.9036 2.9760
O -0.1882 2.1600 -0.2156
H -0.2939 3.1013 -0.1304
H 0.7670 2.1515 -0.3147
O 3.4616 -1.1900 0.9619
H 4.2468 -1.3361 0.4593
H 2.8438 -0.9089 0.3150
O 0.6859 -1.4849 3.2346
H 1.0074 -2.1778 2.5865
H 1.1187 -0.6635 2.9368
O 0.5442 -2.8051 -1.4449
H 0.3897 -2.6412 -2.3610
H 1.4745 -2.8395 -1.4492
O -0.7260 2.7044 2.2593
H -0.6482 2.3148 3.1586
H -0.4209 2.0415 1.6735
O 0.3179 -0.3867 0.3553
H -0.4922 -0.9087 0.2363
H 0.0592 0.4416 -0.0138
O -1.9542 2.5905 -2.1531
H -1.3852 2.4420 -1.3830
H -2.7922 2.2812 -1.8755
O -3.0733 0.3861 0.8261
H -2.8417 1.3178 0.7196
H -3.0968 0.0415 -0.0171
O 0.6685 1.8463 -3.5304
H 0.3220 1.2601 -2.8526
H 0.8130 2.6546 -2.9916
O -1.4759 0.2487 3.3368
H -1.9207 -0.0185 2.5231
H -0.9877 -0.5450 3.5094
*
```

=====

Best to worst by energy: version iii, version ii, version i.

=====

Version i
The following is a quantum chemistry calculation of the molecule C24H30N4O5, from the OMol25 dataset.

* gap between HOMO and LUMO: 8.87 eV
* LUMO energy: 0.702 eV
* SMILES: CCC(C)(C)NC(=O)CN(Cc1ccc2c(c1)OCO2)C(=O)CCC(=O)Nc1ccccn1
* HOMO energy: -8.17 eV

Geometry as ORCA input:
```
! RIJCOSX wB97M-V def2-TZVPD def2/J DEFGRID3
* xyz 0 1
C 0.8420 -1.3608 1.4852
C 2.3467 -1.6090 1.4917
C 2.7777 -2.7822 0.5886
C 4.3025 -2.9173 0.6107
C 2.1383 -4.0979 1.0296
N 2.3313 -2.5312 -0.7819
C 2.7215 -1.5129 -1.5558
O 3.5974 -0.7080 -1.2993
C 1.9266 -1.4295 -2.8747
N 0.6661 -0.7180 -2.7093
C 0.6143 0.6989 -3.0376
C 0.3575 1.5922 -1.8422
C 1.1916 1.5305 -0.7363
C 0.9859 2.3265 0.3874
C -0.0804 3.1906 0.3584
C -0.9193 3.2674 -0.7543
C -0.7223 2.4846 -1.8639
O -1.8901 4.2048 -0.5299
C -1.6306 4.7284 0.7543
O -0.5004 4.0866 1.3030
C -0.3907 -1.4224 -2.2492
O -0.2676 -2.5798 -1.8692
C -1.7416 -0.7283 -2.2704
C -2.7811 -1.4527 -1.4012
C -3.3470 -0.5142 -0.3512
O -4.5129 -0.1983 -0.3050
N -2.3880 -0.0491 0.5062
C -2.5058 0.8817 1.5294
C -3.6780 1.5824 1.8118
C -3.6484 2.4901 2.8543
C -2.4742 2.6705 3.5734
C -1.3675 1.9247 3.2055
N -1.3771 1.0538 2.2123
H 0.4841 -1.2977 0.4589
H 0.6031 -0.4261 1.9861
H 0.3090 -2.1628 1.9902
H 2.6846 -1.8070 2.5098
H 2.8604 -0.7146 1.1366
H 4.7643 -1.9971 0.2662
H 4.6427 -3.1282 1.6208
H 4.6166 -3.7284 -0.0422
H 1.0579 -4.0626 0.9169
H 2.3740 -4.2974 2.0714
H 2.5190 -4.9188 0.4260
H 1.4918 -3.0217 -1.0736
H 1.7042 -2.4391 -3.2314
H 2.5352 -0.9065 -3.6127
H -0.1513 0.8726 -3.8018
H 1.5831 0.9642 -3.4661
H 2.0386 0.8647 -0.7500
H 1.6388 2.2728 1.2408
H -1.3725 2.5723 -2.7198
H -2.5034 4.5579 1.4047
H -1.4380 5.8108 0.6784
H -1.6350 0.3013 -1.9358
H -2.0690 -0.7063 -3.3127
H -2.3040 -2.3103 -0.9191
H -3.6114 -1.8225 -2.0014
H -1.4520 -0.4299 0.4394
H -4.5677 1.4096 1.2313
H -4.5370 3.0522 3.1042
H -2.4191 3.3717 4.3906
H -0.4235 2.0247 3.7240
*
```

=====

Version ii
The following is a quantum chemistry calculation of the molecule C24H30N4O5, from the OMol25 dataset.

* gap between HOMO and LUMO: 8.04 eV
* LUMO energy: 0.665 eV
* SMILES: COc1cc(C(=O)Nc2cc3c(cc2N2CCCCC2)n(C)c(=O)n3C)cc(OC)c1OC
* HOMO energy: -7.37 eV

Geometry as ORCA input:
```
! RIJCOSX wB97M-V def2-TZVPD def2/J DEFGRID3
* xyz 0 1
C 3.4286 -5.3553 -1.2042
O 2.0454 -5.6148 -1.1880
C 1.1833 -4.5551 -1.0602
C 1.6219 -3.2454 -0.9260
C 0.7388 -2.1820 -0.7958
C 1.3622 -0.8372 -0.6422
O 2.5370 -0.6513 -0.9103
N 0.5349 0.1344 -0.1693
C 0.8402 1.4439 0.1977
C 2.1383 1.9450 0.2016
C 2.3194 3.2376 0.6499
C 1.2413 4.0218 1.0928
C -0.0505 3.5340 1.0711
C -0.2503 2.2370 0.6130
N -1.5411 1.6367 0.5268
C -2.1872 1.8788 -0.7573
C -3.3862 0.9486 -0.9213
C -4.3616 1.1280 0.2380
C -3.6205 0.9476 1.5596
C -2.4455 1.9206 1.6261
N 1.7579 5.2388 1.4816
C 1.0309 6.3618 2.0007
C 3.1258 5.2392 1.2915
O 3.8853 6.1534 1.5302
N 3.4562 4.0024 0.7801
C 4.7963 3.6073 0.4486
C -0.6316 -2.4296 -0.8204
C -1.0915 -3.7275 -0.9541
O -2.4070 -4.0872 -0.9876
C -3.3839 -3.0834 -0.8951
C -0.1954 -4.8145 -1.0658
O -0.8207 -6.0150 -1.1786
C -0.0962 -7.2211 -1.2499
H 3.9014 -6.3285 -1.3298
H 3.7665 -4.9072 -0.2648
H 3.7077 -4.7055 -2.0389
H 2.6724 -3.0070 -0.9186
H -0.4307 -0.0885 0.0435
H 2.9565 1.3299 -0.1284
H -0.8793 4.1421 1.3960
H -1.4569 1.7004 -1.5506
H -2.5249 2.9267 -0.8369
H -3.8793 1.1564 -1.8720
H -3.0386 -0.0852 -0.9402
H -5.1784 0.4083 0.1578
H -4.7915 2.1316 0.1990
H -4.2917 1.1255 2.4008
H -3.2425 -0.0740 1.6342
H -1.8949 1.7943 2.5613
H -2.8395 2.9503 1.5892
H 1.7563 7.1489 2.2041
H 0.3002 6.7199 1.2718
H 0.5151 6.0935 2.9254
H 4.8679 3.3483 -0.6094
H 5.4470 4.4539 0.6643
H 5.1018 2.7474 1.0479
H -1.3393 -1.6193 -0.7641
H -4.3403 -3.6023 -0.9364
H -3.3233 -2.3800 -1.7331
H -3.3158 -2.5351 0.0513
H 0.5239 -7.3748 -0.3642
H 0.5321 -7.2664 -2.1417
H -0.8562 -8.0009 -1.3008
*
```

=====

Best to worst by energy: version i, version ii.